Entry 1:
A structure of composition C31H35As2KN4O12S3 in a non-equilibrium geometry, computed with wB97M-V/def2-TZVPD.

Positions of all 88 atoms, in Å:
K: -0.183 -0.671 0.159
C: -4.923 -2.950 -2.826
S: -3.903 -4.050 -1.813
C: -2.712 -2.950 -0.996
S: -2.978 -1.287 -0.872
N: -1.787 -3.689 -0.454
N: -0.620 -3.163 -0.073
C: 0.050 -3.693 0.880
C: 1.393 -3.209 1.190
C: 2.148 -3.776 2.220
C: 3.389 -3.250 2.514
C: 3.858 -2.171 1.779
C: 3.058 -1.698 0.752
N: 1.875 -2.205 0.452
H: -5.946 -3.324 -2.812
H: -4.540 -2.919 -3.845
H: -4.862 -1.960 -2.376
H: -0.353 -4.502 1.496
H: 1.742 -4.597 2.797
H: 3.985 -3.665 3.318
H: 4.805 -1.701 2.006
H: 3.389 -0.870 0.131
C: -5.690 -0.881 1.921
C: -4.239 -0.754 2.297
C: -3.611 0.486 2.315
C: -2.261 0.594 2.611
C: -1.523 -0.543 2.907
C: -2.139 -1.785 2.886
C: -3.487 -1.888 2.584
S: 0.230 -0.406 3.361
O: 0.611 -1.770 3.676
O: 0.226 0.533 4.476
N: 1.012 0.080 2.105
C: 1.096 1.507 1.906
C: 0.579 1.937 0.540
O: -0.131 2.912 0.373
O: 1.009 1.165 -0.439
H: -6.229 0.050 2.103
H: -6.172 -1.681 2.486
H: -5.768 -1.121 0.857
H: -4.184 1.378 2.086
H: -1.782 1.566 2.642
H: -1.547 -2.657 3.131
H: -3.963 -2.862 2.555
H: 2.150 1.828 1.923
H: 0.581 2.073 2.685
C: -3.843 1.431 -3.390
O: -2.539 0.906 -3.596
C: -1.509 1.732 -3.315
O: -1.694 2.880 -2.981
C: -0.216 0.996 -3.279
C: 0.032 0.015 -4.192
As: -0.639 0.474 -5.951
C: 0.318 -0.685 -7.230
C: 0.645 2.047 -6.160
C: 1.191 2.743 -5.189
As: 1.073 2.019 -2.211
C: 2.677 0.952 -2.546
C: 2.189 3.783 -5.249
O: 3.373 3.574 -5.422
O: 1.817 5.061 -4.955
C: 0.433 5.325 -4.761
C: 0.888 2.357 -7.592
O: 1.866 2.050 -8.216
O: -0.096 3.035 -8.268
C: -1.319 3.385 -7.624
C: 0.925 -1.131 -4.004
O: 1.548 -1.697 -4.877
O: 0.854 -1.635 -2.755
C: 1.544 -2.877 -2.596
H: -4.522 0.806 -3.964
H: -3.897 2.468 -3.722
H: -4.093 1.374 -2.329
H: 0.001 -1.718 -7.106
H: 1.392 -0.618 -7.094
H: 0.054 -0.349 -8.235
H: 3.532 1.488 -2.138
H: 2.849 0.799 -3.608
H: 2.563 0.003 -2.025
H: -0.131 5.141 -5.680
H: 0.365 6.381 -4.509
H: 0.019 4.723 -3.951
H: -1.702 4.261 -8.147
H: -1.174 3.618 -6.570
H: -2.040 2.569 -7.703
H: 1.342 -3.201 -1.586
H: 2.616 -2.740 -2.752
H: 1.175 -3.602 -3.322

Total charge: -2
Energy above the lowest of the compared OMol25 structures with the same formula, charge and spin, eV: 2.694

Taken from the Löwdin analysis, the atomic charges in e are: 0.680 -0.459 0.760 -1.114 0.580 -0.123 -0.091 -0.122 -0.294 -0.042 -0.077 -0.062 -0.140 0.037 0.013 0.022 -0.042 0.122 0.109 0.100 0.095 0.108 -0.061 -0.316 -0.052 -0.063 -0.287 -0.071 -0.057 0.526 -0.335 -0.347 -0.311 -0.221 -0.654 0.044 -0.424 0.068 0.071 0.068 0.110 0.115 0.101 0.115 0.123 0.102 -0.063 -0.130 -0.589 0.054 -0.322 -0.308 1.316 -0.317 -0.340 -0.039 1.422 -0.263 -0.565 0.057 -0.058 -0.076 -0.535 0.109 -0.056 -0.103 -0.530 0.068 -0.062 -0.045 0.088 0.085 0.085 0.014 0.024 0.018 0.028 0.036 0.008 0.071 0.084 0.073 0.085 0.061 0.067 0.051 0.098 0.098

=====

Entry 2:
A structure of composition C31H35ClCuN2Si2 in a non-equilibrium geometry, computed with wB97M-V/def2-TZVPD.

Positions of all 72 atoms, in Å:
C: -1.673 -0.684 4.969
C: -2.230 -0.186 3.760
C: -1.923 -1.113 2.707
H: -2.865 0.691 3.655
C: -1.135 -2.177 3.292
C: -1.014 -1.908 4.692
H: -0.557 -2.572 5.426
H: -1.794 -0.242 5.958
H: -2.329 -1.135 1.699
H: -0.859 -3.096 2.779
Cu: -0.015 -0.471 2.878
Si: 1.496 0.698 0.138
C: 0.317 2.117 0.212
C: 0.845 3.340 -0.192
H: 1.927 3.473 -0.224
C: -0.042 4.331 -0.581
H: 0.333 5.224 -1.064
C: -1.413 4.157 -0.387
H: -2.101 4.933 -0.720
C: -1.905 2.992 0.204
H: -2.976 2.845 0.330
C: -1.029 1.977 0.573
H: -1.407 1.092 1.104
C: 0.345 -0.798 -0.417
C: -1.180 -0.790 -0.820
H: -1.796 0.119 -0.794
C: -1.809 -2.056 -1.140
H: -2.781 -2.047 -1.660
C: -1.243 -3.213 -0.637
H: -1.820 -4.140 -0.692
C: 0.017 -3.205 -0.030
H: 0.360 -4.154 0.388
C: 0.826 -2.082 0.023
H: 1.856 -2.150 0.389
H: 0.990 0.093 1.511
Si: -0.065 -0.716 -2.222
C: 0.792 -1.909 -3.301
C: 0.242 -1.884 -4.609
H: -0.089 -0.935 -5.054
C: 0.079 -3.116 -5.241
H: -0.481 -3.173 -6.175
C: 0.588 -4.274 -4.627
H: 0.328 -5.252 -5.030
C: 1.434 -4.199 -3.510
H: 1.930 -5.087 -3.109
C: 1.638 -2.961 -2.895
H: 2.373 -2.824 -2.094
C: -0.275 0.975 -2.983
C: -1.551 1.477 -3.305
H: -2.456 0.921 -3.025
C: -1.667 2.689 -4.001
H: -2.664 3.071 -4.271
C: -0.510 3.419 -4.336
H: -0.608 4.383 -4.858
C: 0.766 2.923 -4.000
H: 1.671 3.490 -4.277
C: 0.878 1.707 -3.307
H: 1.864 1.332 -3.016
H: 2.599 1.142 -0.683
Cl: 3.162 0.898 1.694
N: 1.760 -0.842 3.847
C: 1.981 0.163 4.935
C: 1.618 1.546 4.456
N: 0.453 1.482 3.489
H: 2.462 -0.703 3.106
H: 1.843 -1.787 4.222
H: 1.338 -0.115 5.779
H: 3.036 0.144 5.243
H: 1.324 2.172 5.309
H: 2.471 1.998 3.930
H: -0.353 1.937 3.924
H: 0.676 2.049 2.666

Spin multiplicity: 2
Total charge: 0
Energy above the lowest of the compared OMol25 structures with the same formula, charge and spin, eV: 1.064

Taken from the Löwdin analysis, the atomic charges in e are: -0.141 -0.125 -0.201 0.110 -0.180 -0.120 0.109 0.097 0.105 0.104 0.399 0.311 -0.339 -0.112 0.103 -0.087 0.101 -0.091 0.101 -0.084 0.103 -0.121 0.084 -0.427 -0.266 0.098 -0.133 0.122 -0.135 0.100 -0.148 0.102 -0.169 0.108 -0.075 0.665 -0.232 -0.085 0.107 -0.086 0.102 -0.088 0.099 -0.076 0.107 -0.072 0.112 -0.254 -0.088 0.108 -0.089 0.104 -0.090 0.102 -0.081 0.106 -0.102 0.095 -0.037 0.194 -0.028 -0.219 -0.234 -0.002 -0.006 0.103 0.110 0.119 0.116 0.063 0.096 0.056

=====

Entry 3:
A structure of composition C31H35ClN2RuSi2 in a non-equilibrium geometry, computed with wB97M-V/def2-TZVPD.

Positions of all 72 atoms, in Å:
C: 3.270 4.250 0.375
C: 3.887 3.827 -0.773
C: 2.902 3.471 -1.850
H: 4.960 3.852 -0.980
C: 1.579 3.621 -1.102
C: 1.818 4.157 0.213
H: 1.072 4.707 0.786
H: 3.724 4.698 1.262
H: 2.935 4.135 -2.729
H: 0.646 3.795 -1.634
Ru: 1.443 2.038 0.286
Si: -1.202 -1.410 2.759
C: -0.752 -3.138 2.203
C: -1.728 -4.109 1.947
H: -2.785 -3.864 2.063
C: -1.369 -5.388 1.514
H: -2.148 -6.123 1.300
C: -0.025 -5.716 1.323
H: 0.254 -6.707 0.962
C: 0.959 -4.759 1.587
H: 2.013 -4.996 1.426
C: 0.601 -3.490 2.048
H: 1.389 -2.769 2.281
C: -0.452 -0.119 1.465
C: 0.894 -0.137 0.922
H: 1.645 -0.774 1.398
C: 1.096 0.090 -0.520
H: 1.813 -0.501 -1.084
C: 0.458 1.287 -1.196
H: 0.449 1.575 -2.234
C: -0.520 1.952 0.005
H: -1.060 2.819 -0.368
C: -1.209 0.973 0.876
H: -2.242 1.175 1.159
H: 3.022 2.449 -2.250
Si: -0.780 0.182 -0.721
C: -2.180 0.713 -2.003
C: -1.936 0.440 -3.343
H: -1.025 -0.078 -3.654
C: -2.888 0.799 -4.307
H: -2.702 0.574 -5.356
C: -4.070 1.440 -3.917
H: -4.817 1.708 -4.667
C: -4.288 1.737 -2.569
H: -5.201 2.245 -2.257
C: -3.333 1.380 -1.601
H: -3.526 1.619 -0.552
C: -1.130 -1.679 -1.160
C: -0.124 -2.555 -1.568
H: 0.915 -2.232 -1.666
C: -0.433 -3.884 -1.882
H: 0.367 -4.565 -2.179
C: -1.749 -4.341 -1.804
H: -1.987 -5.376 -2.056
C: -2.753 -3.472 -1.367
H: -3.781 -3.824 -1.272
C: -2.435 -2.153 -1.029
H: -3.232 -1.492 -0.679
H: -0.869 -1.271 4.062
Cl: -3.249 -1.195 2.600
N: 1.026 2.560 2.417
C: 2.261 2.677 3.249
C: 3.163 1.521 2.917
N: 3.291 1.404 1.427
H: 0.484 3.427 2.446
H: 0.405 1.848 2.807
H: 2.739 3.637 3.022
H: 1.977 2.658 4.308
H: 4.160 1.669 3.347
H: 2.748 0.579 3.291
H: 4.065 1.980 1.092
H: 3.553 0.447 1.185

Spin multiplicity: 5
Total energy, eV: -66532.177
Total charge: +2

Taken from the Löwdin analysis, the atomic charges in e are: -0.115 -0.082 -0.161 0.118 -0.249 -0.229 0.115 0.116 0.141 0.117 1.249 0.392 -0.319 -0.117 0.080 -0.073 0.117 -0.065 0.117 -0.073 0.113 -0.105 0.091 -0.312 -0.231 0.100 -0.242 0.131 -0.297 0.144 -0.228 0.134 -0.238 0.116 0.116 0.372 -0.198 -0.074 0.117 -0.041 0.118 -0.036 0.124 -0.035 0.121 -0.064 0.108 -0.141 -0.036 0.105 -0.005 0.131 -0.003 0.135 -0.021 0.129 -0.028 0.119 -0.046 0.381 -0.043 -0.197 -0.193 -0.039 0.103 0.092 0.109 0.131 0.131 0.118 0.084 0.099

=====

Entry 4:
A structure of composition C31H35N3NbO17S in a non-equilibrium geometry, computed with wB97M-V/def2-TZVPD.

Positions of all 88 atoms, in Å:
C: -2.541 3.783 0.380
C: -1.359 2.921 -0.061
O: -1.705 2.137 -1.189
C: -0.967 2.033 1.108
O: 0.215 1.306 0.856
Nb: 0.142 -0.647 0.788
S: 0.163 -3.137 0.822
C: -0.664 -0.929 2.877
N: -0.126 0.044 3.863
C: 1.479 -0.801 -1.048
C: 2.581 -1.844 -1.111
C: 3.728 -1.496 -2.002
O: 3.859 -0.521 -2.692
N: 4.813 -2.507 -1.947
C: 5.433 -2.778 -3.188
C: 4.652 -3.171 -4.274
C: 5.242 -3.466 -5.489
C: 6.618 -3.377 -5.649
C: 7.400 -2.999 -4.566
C: 6.811 -2.695 -3.348
O: -1.736 -0.674 -0.190
N: -2.536 -1.657 0.254
O: -3.691 -1.369 0.243
H: -2.950 4.321 -0.466
H: -2.243 4.471 1.167
H: -3.324 3.117 0.752
H: -0.532 3.569 -0.346
H: -2.523 1.670 -0.992
H: -0.793 2.687 1.970
H: -1.820 1.382 1.327
H: 1.727 -0.752 1.655
H: 0.118 -3.442 -0.476
H: -1.735 -0.729 2.731
H: -0.597 -1.940 3.274
H: 0.615 0.592 3.448
H: -0.866 0.689 4.108
H: 0.753 -0.945 -1.854
H: 1.903 0.198 -1.145
H: 2.210 -2.808 -1.459
H: 3.015 -1.995 -0.120
H: 5.517 -2.065 -1.361
H: 3.578 -3.227 -4.157
H: 4.616 -3.756 -6.321
H: 7.064 -3.599 -6.607
H: 8.474 -2.933 -4.658
H: 7.437 -2.384 -2.523
C: -5.423 2.883 6.378
C: -4.224 2.590 5.852
C: -3.744 1.165 5.683
O: -2.647 1.019 5.181
C: -4.598 0.083 6.123
C: -5.793 0.379 6.651
C: -6.283 1.801 6.800
O: -7.395 1.948 7.280
O: -6.657 -0.526 7.088
O: -3.360 3.495 5.433
H: -5.776 3.897 6.501
H: -4.239 -0.930 6.008
H: -7.431 -0.022 7.407
H: -2.587 2.997 5.095
C: -2.169 7.776 -2.198
C: -2.307 8.627 -3.224
C: -3.659 9.116 -3.694
O: -3.659 9.903 -4.625
C: -4.846 8.631 -3.027
C: -4.710 7.777 -2.002
C: -3.356 7.307 -1.516
O: -3.356 6.547 -0.566
O: -5.721 7.269 -1.323
O: -1.296 9.119 -3.919
H: -1.208 7.422 -1.855
H: -5.808 8.974 -3.379
H: -5.326 6.686 -0.644
H: -1.693 9.704 -4.594
C: 4.637 -7.879 -2.014
C: 4.330 -6.586 -1.805
C: 3.357 -6.163 -0.722
O: 3.147 -4.978 -0.601
C: 2.735 -7.195 0.094
C: 3.049 -8.476 -0.125
C: 4.032 -8.895 -1.191
O: 4.253 -10.093 -1.288
O: 2.542 -9.498 0.556
O: 4.841 -5.605 -2.516
H: 5.330 -8.192 -2.783
H: 2.031 -6.881 0.852
H: 2.958 -10.295 0.174
H: 4.488 -4.755 -2.166

Total energy, eV: -84374.873
Total charge: -1

Taken from the Löwdin analysis, the atomic charges in e are: -0.057 -0.426 -0.039 -0.304 -0.404 1.445 0.210 -0.450 -0.087 -0.333 -0.270 -0.421 0.123 0.086 -0.300 -0.039 -0.083 -0.105 -0.094 -0.032 -0.385 -0.239 -0.041 0.054 0.079 0.085 0.146 0.078 0.118 0.102 -0.065 -0.265 0.027 0.000 0.009 -0.008 0.051 0.042 0.082 0.094 0.132 0.124 0.101 0.092 0.097 0.108 0.068 -0.231 -0.293 0.105 0.084 -0.237 -0.317 0.092 0.113 0.122 0.132 0.141 0.115 0.122 0.080 -0.236 -0.316 0.097 0.069 -0.233 -0.299 0.094 0.122 0.117 0.139 0.133 0.123 0.118 0.064 -0.223 -0.296 0.113 0.084 -0.243 -0.325 0.079 0.102 0.115 0.131 0.139 0.111 0.089